Computed, not measured: C5H6O as an isolated structure, with ωB97M-V with the def2-TZVPD basis set.

electronic energy	-269.1713	a.u.
E_HOMO (alpha / beta)	-8.6 / -8.6	eV
HOMO-LUMO gap (alpha / beta)	7.38 / 7.38	eV
LUMO (alpha / beta)	-1.25 / -1.25	eV

Atoms and positions in Å:
C -0.244 0.154 -0.293
C 0.745 1.236 0.099
C 0.590 -0.360 1.125
C -0.204 -0.452 -1.493
C -0.861 -0.412 0.980
O 1.721 1.521 -0.593
H 0.312 1.933 0.840
H 1.145 -1.281 0.935
H -0.791 -1.333 -1.722
H 0.402 -0.006 -2.276
H -1.390 -1.354 0.882
H -1.425 0.353 1.516